Below is a structure of composition C27H61AgAs3N10OP, with properties calculated with the ωB97M-V functional and the def2-TZVPD basis.

DFT total energy = -241740.4195 eV
HOMO-LUMO gap = 6.285 eV
charge = -2

CARTESIAN COORDINATES (ANGSTROEM)
1 Ag -0.424 -1.534 0.347
2 C 4.412 -1.788 0.057
3 As 3.447 -0.108 -0.262
4 C 4.694 0.509 -1.690
5 C 4.346 0.816 1.249
6 C 3.745 2.122 1.787
7 C 3.566 3.108 0.622
8 C 2.402 1.912 2.512
9 As 0.778 1.425 1.463
10 C -0.300 1.039 3.062
11 C 0.125 3.301 1.277
12 C 4.748 2.765 2.771
13 As 5.201 2.098 4.581
14 C 3.524 2.425 5.562
15 C 5.071 0.147 4.521
16 H 5.477 -1.606 0.229
17 H 4.283 -2.440 -0.807
18 H 3.983 -2.276 0.934
19 H 5.723 0.611 -1.331
20 H 4.367 1.467 -2.099
21 H 4.673 -0.229 -2.494
22 H 5.381 1.003 0.940
23 H 4.371 0.075 2.052
24 H 2.875 2.692 -0.117
25 H 4.523 3.303 0.127
26 H 3.158 4.061 0.973
27 H 2.160 2.834 3.050
28 H 2.510 1.107 3.242
29 H -0.334 1.898 3.737
30 H 0.146 0.189 3.581
31 H -1.314 0.769 2.767
32 H 0.343 3.893 2.170
33 H -0.955 3.288 1.120
34 H 0.588 3.779 0.411
35 H 4.432 3.795 2.977
36 H 5.721 2.845 2.277
37 H 3.147 3.424 5.343
38 H 3.732 2.365 6.631
39 H 2.759 1.692 5.307
40 H 5.890 -0.262 3.928
41 H 4.126 -0.233 4.133
42 H 5.191 -0.203 5.548
43 N -0.109 -4.196 2.694
44 C 0.757 -3.133 2.822
45 N 1.438 -2.895 3.940
46 N 2.144 -1.783 3.667
47 N 1.895 -1.381 2.465
48 N 1.013 -2.222 1.881
49 C -0.602 -4.690 1.491
50 N -1.103 -5.915 1.403
51 N -1.499 -6.012 0.117
52 N -1.235 -4.913 -0.513
53 N -0.659 -4.030 0.339
54 H -0.093 -4.860 3.446
55 C 1.198 -2.296 -4.092
56 C 1.177 -1.878 -2.632
57 O 1.946 -2.795 -1.856
58 H 0.565 -1.629 -4.684
59 H 0.829 -3.320 -4.188
60 H 2.217 -2.260 -4.489
61 H 0.152 -1.841 -2.264
62 H 1.599 -0.873 -2.526
63 H 1.406 -3.066 -1.101
64 C -2.396 2.732 -2.081
65 C -2.624 1.433 -2.870
66 C -3.734 1.664 -3.893
67 C -1.292 1.149 -3.588
68 P -2.861 0.040 -1.552
69 N -1.526 -0.232 -0.883
70 C -4.214 0.693 -0.319
71 C -4.700 -0.540 0.459
72 C -3.475 1.574 0.706
73 C -5.421 1.440 -0.881
74 C -3.666 -1.446 -2.474
75 C -2.798 -1.704 -3.716
76 C -3.497 -2.691 -1.584
77 C -5.124 -1.308 -2.909
78 H -2.008 3.506 -2.753
79 H -1.664 2.560 -1.289
80 H -3.317 3.115 -1.641
81 H -3.480 2.540 -4.504
82 H -4.699 1.859 -3.421
83 H -3.849 0.816 -4.571
84 H -0.903 2.074 -4.031
85 H -1.388 0.416 -4.389
86 H -0.570 0.778 -2.855
87 H -3.849 -1.151 0.770
88 H -5.379 -1.158 -0.128
89 H -5.239 -0.222 1.358
90 H -2.446 1.219 0.801
91 H -3.956 1.505 1.688
92 H -3.463 2.627 0.422
93 H -5.955 0.860 -1.635
94 H -5.139 2.397 -1.324
95 H -6.124 1.652 -0.064
96 H -1.741 -1.701 -3.440
97 H -2.966 -0.967 -4.503
98 H -3.034 -2.691 -4.126
99 H -2.519 -2.692 -1.107
100 H -3.557 -3.598 -2.192
101 H -4.258 -2.763 -0.808
102 H -5.298 -0.419 -3.518
103 H -5.804 -1.277 -2.056
104 H -5.397 -2.185 -3.510

Atomic partial charges in e from the Löwdin method, atoms 1 to 2: atom 1 (Ag): 0.619, atom 2 (C): -0.335